Molecular formula: C69H151N7O16
Method: DFT, ωB97M-V with the def2-TZVPD basis set

```
243
Properties=species:S:1:pos:R:3:mulliken_charge:R:1
C -1.1081 8.1098 -0.6261 -1.824
C 0.2581 8.6947 -0.8818 2.172
C 0.7078 8.3638 -2.3075 -1.891
C 0.0440 10.2004 -0.7758 -1.092
C -0.1384 10.7267 0.6365 -0.694
C 0.9420 10.2499 1.5835 -1.182
C 1.3196 8.7174 1.4913 1.971
C 2.8567 8.6415 1.8867 -2.101
C 0.5155 7.9865 2.5404 -1.658
N 1.2204 8.2035 0.1132 -0.220
O 1.4936 6.8514 0.0414 -0.209
H -1.8224 8.2224 -1.4422 0.563
H -1.0126 7.0302 -0.4952 0.140
H -1.6464 8.4379 0.2652 0.278
H 0.9259 7.3218 -2.5517 0.234
H -0.0273 8.4822 -3.1066 0.388
H 1.6143 8.9202 -2.5497 0.396
H 0.8867 10.6869 -1.2736 0.357
H -0.8682 10.5694 -1.2458 0.351
H -0.3030 11.8043 0.7271 0.431
H -1.0899 10.3467 1.0212 0.282
H 0.7421 10.5649 2.6107 0.390
H 1.8444 10.7916 1.2971 0.462
H 3.2925 7.6451 1.8031 0.326
H 2.9730 8.9797 2.9177 0.408
H 3.4627 9.2156 1.1850 0.491
H -0.5504 8.2119 2.4470 0.420
H 0.6432 8.2960 3.5800 0.573
H 0.7720 6.9233 2.5502 -0.007
H 0.7446 6.4430 0.5004 0.144
C 2.6824 -2.7660 5.4559 -1.842
C 2.3230 -3.0136 3.9926 2.548
C 2.2455 -1.5735 3.4031 -1.987
C 3.3851 -3.9212 3.3109 -2.039
C 2.9929 -4.7119 2.0928 0.147
C 1.6501 -5.4427 2.3349 -0.921
C 0.4727 -4.4981 2.8605 1.757
C 0.0619 -3.6230 1.6392 0.415
C -0.7257 -5.4547 3.3971 -1.780
N 0.9796 -3.7045 4.0203 -0.108
O -0.0520 -2.9801 4.5814 -0.029
H 1.9217 -2.2117 6.0083 0.161
H 2.9462 -3.6915 5.9724 0.439
H 3.5629 -2.1259 5.5305 0.436
H 3.0678 -0.9208 3.7008 0.586
H 2.2349 -1.5767 2.3092 0.230
H 1.3319 -1.0270 3.6463 0.274
H 4.0988 -3.2341 2.8493 0.412
H 3.9416 -4.4580 4.0826 0.345
H 2.9337 -4.1168 1.1798 -0.181
H 3.8148 -5.4057 1.9048 0.734
H 1.9037 -6.1571 3.1234 0.704
H 1.2469 -5.9988 1.4871 -0.385
H 0.9042 -3.0871 1.2048 -0.484
H -0.6507 -2.9031 2.0458 -0.718
H -0.3889 -4.1853 0.8182 -0.047
H -0.4344 -6.1388 4.1965 0.509
H -1.0970 -6.1589 2.6453 0.280
H -1.6627 -4.9746 3.6879 0.174
H -0.0184 -3.2418 5.5077 0.299
C -6.5502 0.3579 4.5702 -1.741
C -5.0433 0.5521 4.7404 1.174
C -4.7877 1.8728 5.5404 -1.666
C -4.4508 -0.6112 5.6550 -0.613
C -4.1646 -1.9172 4.9472 -1.175
C -3.1733 -1.6690 3.7347 -0.934
C -3.8139 -0.7128 2.7506 3.188
C -2.7064 -0.3731 1.8200 -1.804
C -4.9456 -1.3219 1.9598 -2.148
N -4.2383 0.4948 3.4627 1.032
O -4.4316 1.6075 2.5436 -0.607
H -7.1077 0.3263 5.5068 0.427
H -6.9898 1.0813 3.8840 0.337
H -6.6893 -0.5525 3.9839 0.387
H -5.4835 1.9817 6.3773 0.438
H -3.7748 2.0620 5.9032 0.166
H -5.0074 2.7432 4.9209 0.350
H -3.5427 -0.2471 6.1342 -0.008
H -5.2398 -0.9073 6.3502 0.424
H -3.5931 -2.6082 5.5732 0.529
H -5.0928 -2.4481 4.7204 0.359
H -3.0847 -2.6812 3.3331 0.201
H -2.1608 -1.4122 4.0531 0.028
H -2.2287 -1.3134 1.5470 -0.646
H -1.9493 0.2006 2.3614 0.006
H -2.9915 0.2072 0.9431 0.816
H -5.5677 -0.5855 1.4482 0.470
H -5.6505 -1.9118 2.5518 0.356
H -4.6271 -2.0394 1.1996 0.368
H -3.5794 2.0588 2.5479 -0.101
C -3.8299 -1.2521 -7.0418 -2.107
C -2.3863 -1.6018 -6.5670 2.111
C -2.2970 -1.9506 -5.1072 -1.297
C -1.9094 -2.7924 -7.4070 -1.646
C -0.4204 -3.0087 -7.5407 0.053
C 0.2510 -1.7062 -7.8645 -1.554
C -0.1368 -0.4136 -7.0505 1.684
C 0.7002 -0.2502 -5.7490 -1.235
C 0.2352 0.8130 -7.9565 -1.990
N -1.5665 -0.3490 -6.8169 0.355
O -2.0274 0.7700 -6.1590 -0.373
H -4.5353 -2.0721 -6.8884 0.391
H -4.3055 -0.4249 -6.5115 0.472
H -3.9056 -0.9730 -8.0956 0.482
H -2.4975 -1.0724 -4.4848 -0.107
H -3.1766 -2.5317 -4.8161 0.719
H -1.3347 -2.3745 -4.8202 -0.095
H -2.4064 -3.6841 -7.0109 0.356
H -2.4126 -2.6985 -8.3728 0.475
H -0.0039 -3.5438 -6.6847 -0.214
H -0.1467 -3.6187 -8.4040 0.583
H 0.1258 -1.4613 -8.9204 0.427
H 1.2801 -2.0234 -7.6863 0.468
H 1.7537 -0.1729 -6.0278 0.716
H 0.6615 -1.1570 -5.1388 -0.531
H 0.2772 0.6055 -5.2238 0.443
H 0.2878 1.7180 -7.3506 0.345
H -0.3238 0.9714 -8.8791 0.458
H 1.2446 0.5812 -8.3096 0.450
H -2.6406 1.1475 -6.7969 0.340
C 2.0200 -5.8532 -1.3113 -1.296
C 1.2219 -7.0485 -1.8628 1.913
C 2.1671 -8.2755 -2.1904 -1.621
C 0.2241 -7.4299 -0.7108 -0.546
C -1.1152 -8.0334 -1.1264 -1.124
C -1.7093 -7.2401 -2.2806 -1.121
C -0.8022 -7.0407 -3.4379 1.642
C -0.6809 -8.3723 -4.2462 -1.651
C -1.4935 -5.9231 -4.3165 -2.014
N 0.4949 -6.4838 -2.9744 0.855
O 1.4045 -6.0189 -3.9998 -0.341
H 1.4565 -4.9338 -1.1360 -0.184
H 2.4122 -6.1755 -0.3457 0.419
H 2.8463 -5.5760 -1.9671 0.031
H 3.1975 -8.0058 -2.4363 0.350
H 2.3697 -8.8859 -1.3073 0.409
H 1.7255 -8.9535 -2.9184 0.297
H 0.6230 -8.2008 -0.0517 0.491
H -0.0480 -6.6122 -0.0421 -0.500
H -1.0100 -9.1037 -1.3246 0.453
H -1.8301 -8.0073 -0.3014 0.454
H -2.1102 -6.2677 -1.9872 0.239
H -2.5393 -7.8481 -2.6404 0.542
H -1.6748 -8.7714 -4.4563 0.426
H -0.0667 -9.1316 -3.7641 0.317
H -0.2160 -8.2058 -5.2203 0.313
H -2.5368 -6.1547 -4.5272 0.382
H -0.9504 -5.7990 -5.2533 0.448
H -1.5239 -4.9150 -3.8954 0.069
H 1.7033 -6.7854 -4.5093 0.235
C -1.9162 1.2979 -2.3036 -0.042
O -2.5821 2.3921 -1.6311 -0.599
C -1.8264 2.8307 -0.5173 1.350
C -2.7752 3.7561 0.2656 -1.470
O -2.1396 4.1031 1.4656 0.740
C -2.7752 5.0814 2.2483 -0.673
C -2.0180 5.3371 3.5686 -0.352
O -2.1488 4.2473 4.5322 -0.485
C -1.5358 2.9289 4.3009 1.631
H -2.2057 0.3975 -1.7516 0.003
H -0.8250 1.3423 -2.3643 -0.129
H -2.2491 1.1171 -3.3250 0.354
H -0.9871 3.3989 -0.9180 0.225
H -1.5335 1.9466 0.0523 -0.583
H -3.7436 3.2706 0.4074 0.236
H -2.8254 4.6608 -0.3456 0.395
H -3.7549 4.8062 2.6550 0.120
H -2.9117 5.9876 1.6454 0.560
H -2.3889 6.2460 4.0484 0.428
H -1.0093 5.5772 3.2090 -0.085
H -1.6712 2.2823 5.1650 -0.068
H -0.4701 3.0463 4.1004 -0.773
H -1.9936 2.4796 3.4208 -0.672
C -1.9447 -2.8464 -1.2208 -0.595
O -0.6764 -2.3490 -0.9418 1.590
C 0.2228 -2.1881 -2.0546 0.913
C 1.6004 -1.6613 -1.5393 -0.325
O 1.6015 -0.2896 -1.2206 -0.189
C 0.9031 -0.0181 0.0061 1.883
C 1.2792 1.2761 0.7213 -2.376
O 0.8747 2.5285 0.1578 0.998
C 1.4599 3.5460 0.9089 -0.642
H -2.4442 -2.9699 -0.2573 0.139
H -2.0264 -3.7782 -1.7888 -0.308
H -2.4735 -2.0774 -1.7906 0.195
H -0.1285 -1.5149 -2.8433 -0.463
H 0.4407 -3.1666 -2.4985 -0.756
H 2.3451 -1.7692 -2.3312 0.133
H 2.0367 -2.3338 -0.7887 -0.351
H 1.1090 -0.7255 0.8127 -1.297
H -0.1702 0.0247 -0.1840 0.077
H 2.3649 1.1324 0.7665 0.452
H 0.7929 1.1337 1.6919 0.825
H 1.4018 4.4595 0.3198 -0.007
H 2.4942 3.3821 1.2275 0.381
H 0.9161 3.6774 1.8511 -0.047
C -0.6355 0.1667 7.3802 -0.647
O 0.7533 0.1917 7.0094 -0.142
C 1.4035 1.3533 7.5627 -0.689
C 2.8605 1.6548 7.0048 -0.673
O 2.7630 1.6199 5.5663 0.114
C 3.9278 2.1017 4.8625 -0.512
C 4.2159 3.6401 5.0371 -0.709
O 3.1911 4.3098 4.3059 -0.358
C 1.8705 4.4942 4.8832 0.748
H -0.7451 -0.6999 8.0400 0.470
H -1.1414 -0.0559 6.4414 -0.163
H -1.0971 1.0020 7.9130 0.446
H 1.4796 1.2300 8.6491 0.310
H 0.7528 2.1796 7.2689 0.394
H 3.5710 0.9368 7.4220 0.403
H 3.0509 2.6810 7.3264 0.283
H 3.7596 1.6722 3.8748 0.133
H 4.8439 1.6243 5.2344 0.407
H 5.2092 3.8601 4.6367 0.426
H 4.3195 3.9023 6.0967 0.325
H 1.3280 5.0700 4.1376 -0.555
H 1.9581 4.8548 5.9103 0.494
H 1.3300 3.5454 4.9189 -0.329
C 1.9457 2.8867 -3.2393 -0.098
N 3.3624 2.5954 -3.0760 0.128
C 4.2311 3.1024 -4.2002 -0.978
C 3.8714 1.9135 -2.0615 0.007
O 5.0805 1.7020 -1.9582 -0.720
H 1.3820 2.4636 -2.4069 -0.257
H 1.6321 2.4924 -4.2092 0.106
H 1.6383 3.9365 -3.2765 0.230
H 3.9478 4.1484 -4.3227 0.330
H 5.3004 3.0034 -4.0501 0.338
H 3.9842 2.5587 -5.1129 0.262
H 3.1273 1.5754 -1.3229 0.599
C 4.7490 -4.7883 -4.3416 -0.697
N 4.0896 -4.1871 -5.4638 0.284
C 3.0255 -3.2229 -5.0148 0.153
C 4.3604 -4.4822 -6.7788 0.099
O 3.7323 -3.9244 -7.7042 -0.584
H 5.5857 -5.4437 -4.5817 0.366
H 4.0394 -5.4660 -3.8610 0.095
H 5.0159 -3.9766 -3.6624 0.275
H 2.3931 -3.7902 -4.3291 -0.174
H 3.4529 -2.4004 -4.4369 0.395
H 2.4138 -2.8142 -5.8160 -0.461
H 5.1652 -5.2149 -6.9596 0.278
```

Calculated values
orbital gap	8.229	eV
SMILES string	CC1(C)CCCC(C)(C)N1O.CC1(C)CCCC(C)(C)N1O.CC1(C)CCCC(C)(C)N1O.CC1(C)CCCC(C)(C)N1O.CC1(C)CCCC(C)(C)N1O.COCCOCCOC.COCCOCCOC.COCCOCCOC.CN(C)C=O.CN(C)C=O
total charge	0
highest occupied orbital energy	-7.784	eV
E_LUMO	0.45	eV
energy	-117177.390	eV

Molecular formula: C37H46Cl2FN2O3S
Method: DFT, ωB97M-V with the def2-TZVPD basis set

```
92
Properties=species:S:1:pos:R:3:mulliken_charge:R:1
C -0.9278 0.6928 3.2458 -0.653
C -0.1081 1.9402 3.5376 -0.290
O 1.0392 1.6799 4.3311 -0.372
C 2.2623 1.3906 3.7038 -0.649
C 2.5675 -0.1022 3.8636 -2.010
C 3.9270 -0.6178 3.3067 1.794
C 5.0922 0.0250 4.1380 -1.057
C 6.0702 0.8859 3.3602 0.566
C 5.6602 2.2656 2.9096 -1.176
N 7.1984 0.3710 3.1343 -0.608
C 4.0733 -0.4051 1.7929 -2.111
C 3.7356 -1.6735 1.0077 1.205
O 4.8842 -2.1623 0.3645 -0.677
C 2.6123 -1.6479 -0.0246 -1.831
C 1.2758 -1.1549 0.4587 0.711
O 0.4609 -1.8347 0.9313 -0.440
Cl 1.0316 0.5622 0.2269 -0.148
N 3.4763 -2.7425 2.1028 -0.450
Cl 4.2563 -4.2790 1.7644 0.056
C 3.9498 -2.1757 3.4953 0.553
F 5.1876 -2.6528 3.6631 -0.351
S 2.8528 -2.8815 4.7687 -0.125
H -0.3713 -0.0607 2.6859 -0.046
H -1.8046 0.9588 2.6492 0.407
H -1.2792 0.2709 4.1902 0.166
H -0.7244 2.6270 4.1243 0.392
H 0.1777 2.4798 2.6237 0.281
H 2.2690 1.6899 2.6474 0.556
H 3.0077 1.9934 4.2352 0.109
H 2.6171 -0.2842 4.9424 0.598
H 1.7045 -0.6432 3.4590 0.630
H 4.6663 0.5829 4.9775 0.484
H 5.7090 -0.7635 4.5635 0.347
H 6.1006 3.0188 3.5679 0.374
H 6.0328 2.4494 1.8972 0.392
H 4.5806 2.4149 2.9025 0.154
H 7.8035 1.0113 2.6161 0.311
H 5.1066 -0.1909 1.5146 0.635
H 3.4869 0.4591 1.4757 0.713
H 5.0247 -1.6807 -0.4594 0.542
H 2.9486 -0.9917 -0.8315 0.641
H 2.4915 -2.6561 -0.4308 0.365
H 2.5091 -3.0756 2.1476 0.758
H 2.8774 -4.1126 4.2378 0.217
C 0.1986 -4.1763 -4.6281 -0.397
C 0.0736 -4.1889 -3.2458 -0.590
C -0.0239 -2.9907 -2.5504 -0.362
C 0.0000 -1.7843 -3.2377 -0.011
C 0.1259 -1.7728 -4.6193 -0.270
C 0.2260 -2.9695 -5.3143 -0.561
H 0.2702 -5.1087 -5.1724 0.381
H 0.0457 -5.1308 -2.7132 0.385
H -0.1315 -3.0003 -1.4717 0.534
H -0.0885 -0.8480 -2.6973 0.225
H 0.1393 -0.8299 -5.1504 0.291
H 0.3203 -2.9626 -6.3921 0.393
C -1.4836 2.1049 -3.6864 -0.186
C -0.5116 2.0783 -4.6771 -0.291
C -0.7425 2.6976 -5.8982 -0.417
C -1.9495 3.3415 -6.1274 -0.476
C -2.9218 3.3688 -5.1372 -0.446
C -2.6897 2.7531 -3.9160 -0.575
H -1.3055 1.6167 -2.7358 0.340
H 0.4298 1.5720 -4.4990 0.475
H 0.0127 2.6692 -6.6731 0.383
H -2.1384 3.8135 -7.0826 0.391
H -3.8665 3.8627 -5.3227 0.400
H -3.4520 2.7692 -3.1476 0.394
C -3.6007 -0.0577 -7.9878 -0.570
C -3.7900 0.3807 -6.6846 0.116
C -5.0566 0.3453 -6.1185 -0.505
C -6.1329 -0.1327 -6.8532 -0.375
C -5.9429 -0.5727 -8.1560 -0.438
C -4.6772 -0.5334 -8.7242 -0.369
H -2.6130 -0.0267 -8.4309 0.381
H -2.9508 0.7487 -6.1095 0.289
H -5.2037 0.6927 -5.1033 0.384
H -7.1206 -0.1620 -6.4113 0.369
H -6.7819 -0.9456 -8.7290 0.363
H -4.5305 -0.8726 -9.7416 0.369
C -5.0979 -0.2165 6.3023 -0.422
C -6.1239 0.6793 6.5690 -0.378
C -5.8300 2.0004 6.8774 -0.378
C -4.5103 2.4285 6.9158 -0.435
C -3.4837 1.5336 6.6481 -0.299
C -3.7785 0.2118 6.3438 -0.332
H -5.3271 -1.2470 6.0638 0.361
H -7.1534 0.3476 6.5375 0.362
H -6.6305 2.6967 7.0901 0.363
H -4.2824 3.4586 7.1572 0.360
H -2.4533 1.8663 6.6812 0.433
H -2.9771 -0.4884 6.1413 0.376
```

Calculated values
orbital gap	6.259	eV
total charge	+1
highest occupied orbital energy	-10.430	eV
E_LUMO	-4.17	eV
energy	-86826.553	eV

Molecular formula: C17H11Cl3F10GeN3W
Method: DFT, ωB97M-V with the def2-TZVPD basis set

```
46
Properties=species:S:1:pos:R:3:nbo_charge:R:1
W 0.2235 0.4973 0.3531 0.961
C 0.3085 3.4264 0.8520 -0.427
N 0.1421 2.3966 -0.2446 -0.521
C -1.2792 2.5026 -0.8477 -0.216
C -2.2131 1.5622 -0.0092 -0.276
N -1.6480 0.2343 -0.2308 -0.610
C -2.4862 -0.8744 -0.0141 -0.030
C -3.4425 -0.9699 0.9951 0.362
F -3.4727 -0.0123 1.9257 -0.294
C -4.3004 -2.0539 1.0792 0.290
F -5.1879 -2.1195 2.0509 -0.251
C -4.2274 -3.0753 0.1394 0.314
F -5.0399 -4.1046 0.2290 -0.245
C -3.2802 -3.0162 -0.8759 0.293
F -3.1856 -3.9853 -1.7671 -0.256
C -2.4553 -1.9154 -0.9399 0.308
F -1.5085 -1.8149 -1.9186 -0.315
C 1.2173 2.6239 -1.3042 -0.215
C 2.5881 2.2472 -0.6787 -0.258
N 2.2831 1.0662 0.1337 -0.561
C 3.0841 -0.0824 0.1770 0.217
C 2.3213 -1.3233 0.5031 -0.726
F 0.8699 -1.3076 2.1718 -0.428
C 0.1912 -2.4238 0.3709 -0.191
F -0.5239 -3.4672 0.1142 -0.207
C 3.3132 -2.3813 0.6057 0.491
F 2.9983 -3.5920 0.9415 -0.217
C 4.5682 -1.8450 0.3595 0.315
F 5.6972 -2.4809 0.3955 -0.214
C 4.4327 -0.4576 0.0583 0.378
F 5.4173 0.3304 -0.2526 -0.222
H 0.3754 4.4303 0.4276 0.234
H 1.2102 3.2221 1.4262 0.228
H -0.5399 3.3980 1.5289 0.245
H -1.2691 2.1376 -1.8753 0.234
H -1.6381 3.5328 -0.8429 0.250
H -3.2292 1.6122 -0.4117 0.253
H -2.2596 1.8426 1.0465 0.223
H 1.2160 3.6585 -1.6503 0.255
H 1.0189 1.9607 -2.1494 0.223
H 2.9939 3.0604 -0.0738 0.246
H 3.3166 2.0216 -1.4590 0.242
Cl 0.9450 -1.3267 0.7365 1.420
Ge 1.0123 -1.1063 -1.4285 1.130
Cl 1.7532 -2.9614 -2.1292 -0.300
Cl -0.3106 0.9332 2.4822 -0.130
```

Calculated values
orbital gap (alpha / beta)	6.305 / 5.237	eV
total charge	+2
energy above the lowest of the compared OMol25 structures with the same formula, charge and spin	2150.8	kJ/mol
spin multiplicity	4
highest occupied orbital energy (alpha / beta)	-14.767 / -14.793	eV
E_LUMO (alpha / beta)	-8.46 / -9.56	eV
energy	-145322.972	eV
expectation value of S²	3.79

| no. | molar mass (g/mol) |
| --- | --- |
| 1 | 1335.000 |
| 2 | 688.757 |
| 3 | 810.085 |